No. 1
Entry from the Open Molecules 2025 dataset: a gas-phase ion, C5H9N2 (charge +1) at a distorted geometry (wB97M-V/def2-TZVPD).

XYZ file:
```
16
C5H9N2 wB97M-V/def2-TZVPD
C 0.386 -1.949 0.394
N -0.010 -0.670 -0.119
C -0.241 -0.325 -1.318
N -0.671 0.921 -1.458
C -0.803 1.589 -0.161
C 0.518 1.630 0.506
C -0.367 0.418 0.753
H 1.399 -2.283 0.072
H 0.382 -1.692 1.494
H -0.455 -2.663 0.217
H 0.022 -1.087 -2.042
H -1.240 1.235 -2.273
H -1.660 2.095 0.269
H 0.735 2.533 1.113
H 1.387 1.435 -0.032
H -0.482 0.143 1.764
```

As for the total charge: +1. The HOMO energy is -14.13 eV. As for the total energy: -8302.745 eV. For the HOMO-LUMO gap, the calculation gives 10.80 eV. The calculation puts the relative energy (zero: lowest compared OMol25 entry of this formula, charge and spin) at 68.9 kcal per mole. The SMILES is CN1C=[NH+][C@@H]2C[C@@H]21.

---

No. 2
Entry from the Open Molecules 2025 dataset: a gas-phase ion, C5H9N2O (charge -1) at a distorted geometry (wB97M-V/def2-TZVPD).

XYZ file:
```
17
C5H9N2O wB97M-V/def2-TZVPD
C 2.229 -0.560 -0.240
C 0.773 -0.347 0.136
C -0.011 0.686 0.256
N -1.350 0.541 0.625
C -2.319 1.231 -0.123
N -1.669 -1.133 0.431
O -2.349 -1.298 -0.677
C -0.068 -1.604 0.546
H 2.719 -1.005 0.601
H 2.533 0.425 -0.458
H 2.096 -1.300 -1.137
H 0.274 1.658 -0.231
H -2.616 0.499 -0.976
H -3.054 1.341 0.672
H -2.093 2.304 -0.489
H 0.179 -2.577 0.029
H -0.129 -1.629 1.659
```

As for the total charge: -1. The HOMO energy is -1.82 eV. As for the total energy: -10353.887 eV. For the HOMO-LUMO gap, the calculation gives 5.80 eV. The calculation puts the relative energy (zero: lowest compared OMol25 entry of this formula, charge and spin) at 57.4 kcal per mole. The SMILES is CC1=CN(C)N([O-])C1.

---

No. 3
Entry from the Open Molecules 2025 dataset: a gas-phase ion, C5H9N2O (charge +1) at a distorted geometry (wB97M-V/def2-TZVPD).

XYZ file:
```
17
C5H9N2O wB97M-V/def2-TZVPD
C -0.838 -0.632 -0.065
C 2.914 0.161 -0.085
C -0.731 0.889 0.068
C 0.737 1.326 -0.121
C -2.268 -1.027 -0.071
N 0.141 -1.334 -0.091
N 3.437 -1.014 -0.026
O 1.629 0.161 -0.115
H -1.369 1.408 -0.613
H -1.185 1.298 1.023
H 0.806 1.778 -1.053
H 1.025 2.153 0.582
H -2.717 -0.537 0.759
H -2.618 -2.070 0.140
H -2.683 -0.793 -0.997
H 4.477 -0.868 -0.056
H 2.864 -1.948 -0.041
```

As for the total charge: +1. The HOMO energy (alpha / beta) is -13.18 / -14.87 eV. As for the total energy: -10346.502 eV. For the HOMO-LUMO gap (alpha / beta), the calculation gives 6.30 / 9.96 eV. The calculation puts the relative energy (zero: lowest compared OMol25 entry of this formula, charge and spin) at 141.1 kcal per mole.

---

No. 4
Entry from the Open Molecules 2025 dataset: a gas-phase ion, C5H9N2O (charge +1) at a distorted geometry (wB97M-V/def2-TZVPD).

XYZ file:
```
17
C5H9N2O wB97M-V/def2-TZVPD
C -3.044 0.113 0.152
C -1.995 -0.299 -0.482
N -0.574 0.584 -0.107
C -0.604 1.836 0.084
N 0.555 -0.146 -0.091
C 1.959 0.323 0.070
C 2.902 -0.876 -0.020
O 2.236 1.457 0.244
H -3.983 -0.556 0.091
H -2.984 1.041 0.675
H -1.591 -1.181 -0.967
H 0.204 2.484 0.374
H -1.514 2.553 0.099
H 0.424 -0.919 -0.720
H 3.566 -0.657 0.744
H 3.440 -0.817 -1.030
H 2.577 -1.887 -0.142
```

As for the total charge: +1. The HOMO energy is -14.74 eV. As for the total energy: -10348.173 eV. For the HOMO-LUMO gap, the calculation gives 10.36 eV. The calculation puts the relative energy (zero: lowest compared OMol25 entry of this formula, charge and spin) at 102.6 kcal per mole. The SMILES is C=C[N+](=C)NC(C)=O.

---

No. 5
Entry from the Open Molecules 2025 dataset: 2 unconnected molecules or ions with the total composition C5H9N2O3S3 at a distorted geometry (wB97M-V/def2-TZVPD).

XYZ file:
```
22
C5H9N2O3S3 wB97M-V/def2-TZVPD
C -1.268 -0.466 -0.314
C 0.925 -0.728 -1.284
C 0.620 2.418 -0.607
C 0.556 1.211 0.370
C 0.097 -0.064 -0.349
N -2.195 0.429 0.299
N 0.665 -1.953 -1.648
O 0.250 -2.966 2.073
O 1.328 -0.763 2.640
O -1.111 -1.015 2.677
S -2.100 -1.800 -0.940
S 2.270 0.017 -2.086
S 0.148 -1.512 2.288
H -0.361 2.579 -0.985
H 0.814 3.339 -0.076
H 1.271 2.113 -1.430
H 1.713 0.959 0.541
H -0.026 1.437 1.294
H -1.672 1.290 0.546
H -2.785 -0.029 1.075
H -0.317 -2.270 -1.629
H 1.177 -2.228 -2.454
```

As for the total charge: -1. The HOMO energy (alpha / beta) is -4.17 / -4.16 eV. As for the total energy: -46959.707 eV. For the HOMO-LUMO gap (alpha / beta), the calculation gives 6.03 / 6.03 eV. The calculation puts the relative energy (zero: lowest compared OMol25 entry of this formula, charge and spin) at 24.5 kcal per mole.

---

No. 6
Entry from the Open Molecules 2025 dataset: a single C5H9N2O4P molecule at a distorted geometry (wB97M-V/def2-TZVPD).

XYZ file:
```
21
C5H9N2O4P wB97M-V/def2-TZVPD
C 1.162 -2.073 -0.471
O 0.830 -0.778 -0.884
P 0.588 0.377 0.201
O 0.929 0.054 1.608
O 1.551 1.515 -0.361
C 2.514 2.195 0.566
C -1.131 0.974 -0.007
C -2.299 -0.120 0.152
C -3.741 0.308 -0.020
O -1.979 -1.239 0.403
N -1.351 2.122 -0.889
N -1.311 2.388 0.265
H 0.398 -2.838 -0.785
H 1.105 -2.048 0.557
H 2.201 -2.210 -0.929
H 1.929 2.972 1.337
H 3.124 2.805 -0.073
H 2.842 1.482 1.294
H -3.984 -0.303 -0.811
H -3.857 1.384 -0.300
H -4.288 -0.005 0.807
```

As for the total charge: 0. The HOMO energy is -10.16 eV. As for the total energy: -25788.245 eV. For the HOMO-LUMO gap, the calculation gives 10.00 eV. The calculation puts the relative energy (zero: lowest compared OMol25 entry of this formula, charge and spin) at 5.8 kcal per mole. The SMILES is COP(=O)(OC)C1(C(C)=O)N=N1.

---

No. 7
Entry from the Open Molecules 2025 dataset: a molecular structure, C5H9N2O6PdS at a distorted geometry (wB97M-V/def2-TZVPD).

XYZ file:
```
24
C5H9N2O6PdS wB97M-V/def2-TZVPD
Pd 0.170 -0.524 -0.109
N 1.710 0.692 -0.443
C 1.447 1.899 -1.284
C 0.092 1.734 -1.963
O -0.329 2.452 -2.866
N -0.595 0.677 -1.544
C -1.779 0.267 -2.059
C -1.864 -1.394 -2.037
O -2.465 -1.966 -2.933
O -1.176 -1.839 -1.051
H 2.461 0.102 -0.813
H 2.035 0.953 0.517
H 1.355 2.782 -0.667
H 2.160 2.108 -2.066
H -2.607 0.304 -1.364
H -1.957 0.715 -3.064
C -0.447 -1.762 3.105
S 0.739 -0.459 2.891
O 1.519 -0.837 1.603
O 1.472 -0.631 4.129
O 0.049 0.846 2.788
H 0.033 -2.699 2.798
H -1.245 -1.609 2.306
H -0.779 -1.811 4.126
```

As for the total charge: +1. The HOMO energy (alpha / beta) is -13.15 / -13.79 eV. As for the total energy: -34897.498 eV. For the HOMO-LUMO gap (alpha / beta), the calculation gives 9.72 / 4.28 eV. The calculation puts the relative energy (zero: lowest compared OMol25 entry of this formula, charge and spin) at 0.0 kcal per mole. The multiplicity is 5.

---

No. 8
Entry from the Open Molecules 2025 dataset: a gas-phase ion, C5H9N2OS (charge +1) at a distorted geometry (wB97M-V/def2-TZVPD).

XYZ file:
```
18
C5H9N2OS wB97M-V/def2-TZVPD
C 3.083 0.238 -0.552
S 1.812 0.924 0.527
C 0.468 -0.140 0.255
N 0.562 -1.410 -0.219
C -0.591 -1.813 -0.614
N -1.532 -0.938 -0.307
C -0.885 0.158 0.194
C -1.598 1.372 0.773
O -3.018 1.207 0.662
H 2.563 0.192 -1.550
H 3.293 -0.631 0.012
H 3.814 0.908 -0.693
H 1.346 -1.918 -0.215
H -0.844 -2.740 -1.147
H -2.509 -0.960 -0.436
H -1.318 1.231 1.841
H -1.170 2.366 0.420
H -3.475 1.955 1.050
```

As for the total charge: +1. The HOMO energy is -12.40 eV. As for the total energy: -21186.467 eV. For the HOMO-LUMO gap, the calculation gives 9.42 eV. The calculation puts the relative energy (zero: lowest compared OMol25 entry of this formula, charge and spin) at 25.4 kcal per mole. The SMILES is CSc1[nH+]c[nH]c1CO.

---

No. 9
Entry from the Open Molecules 2025 dataset: a single C5H9N2P molecule at a distorted geometry (wB97M-V/def2-TZVPD).

XYZ file:
```
17
C5H9N2P wB97M-V/def2-TZVPD
C 0.410 1.695 -0.379
C -0.299 -1.385 -0.400
C -0.158 0.918 0.706
C 1.312 0.731 0.528
C -0.958 -0.302 0.577
N 1.162 -1.442 -0.318
N 1.917 -0.474 0.081
P -2.898 -0.065 -0.073
H 0.258 1.345 -1.336
H 0.496 2.767 -0.154
H -0.543 -2.415 -0.066
H -0.575 -1.306 -1.477
H -0.335 1.535 1.511
H 2.145 1.140 1.119
H -1.157 -0.836 1.482
H 1.651 -2.377 -0.509
H -2.428 0.472 -1.291
```

As for the total charge: 0. The HOMO energy (alpha / beta) is -5.91 / -5.27 eV. As for the total energy: -17593.775 eV. For the HOMO-LUMO gap (alpha / beta), the calculation gives 4.75 / 3.38 eV. The calculation puts the relative energy (zero: lowest compared OMol25 entry of this formula, charge and spin) at 122.3 kcal per mole.

---

No. 10
Entry from the Open Molecules 2025 dataset: a single C5H9N3 molecule (wB97M-V/def2-TZVPD).

XYZ file:
```
17
C5H9N3 wB97M-V/def2-TZVPD
C 1.843 -1.268 0.361
C -1.036 1.761 0.135
N 0.602 -1.551 -0.202
C -0.389 -0.683 -0.131
N -1.676 -1.015 -0.505
C -0.034 0.639 0.443
C 1.370 0.992 -0.036
N 2.097 1.804 -0.445
H 0.477 -2.368 -0.798
H -2.245 -0.244 -0.821
H -1.771 -1.832 -1.096
H 1.853 -1.131 1.435
H 2.668 -1.819 -0.065
H 0.071 0.563 1.533
H -0.662 2.699 0.540
H -1.160 1.896 -0.941
H -2.007 1.556 0.593
```

As for the total charge: 0. The HOMO energy (alpha / beta) is -6.44 / -6.44 eV. As for the total energy: -9798.347 eV. For the HOMO-LUMO gap (alpha / beta), the calculation gives 6.92 / 6.92 eV. The calculation puts the relative energy (zero: lowest compared OMol25 entry of this formula, charge and spin) at 71.9 kcal per mole.

---

Repeat the ninth record exactly.
Entry from the Open Molecules 2025 dataset: a single C5H9N2P molecule at a distorted geometry (wB97M-V/def2-TZVPD).

XYZ file:
```
17
C5H9N2P wB97M-V/def2-TZVPD
C 0.410 1.695 -0.379
C -0.299 -1.385 -0.400
C -0.158 0.918 0.706
C 1.312 0.731 0.528
C -0.958 -0.302 0.577
N 1.162 -1.442 -0.318
N 1.917 -0.474 0.081
P -2.898 -0.065 -0.073
H 0.258 1.345 -1.336
H 0.496 2.767 -0.154
H -0.543 -2.415 -0.066
H -0.575 -1.306 -1.477
H -0.335 1.535 1.511
H 2.145 1.140 1.119
H -1.157 -0.836 1.482
H 1.651 -2.377 -0.509
H -2.428 0.472 -1.291
```

As for the total charge: 0. The HOMO energy (alpha / beta) is -5.91 / -5.27 eV. As for the total energy: -17593.775 eV. For the HOMO-LUMO gap (alpha / beta), the calculation gives 4.75 / 3.38 eV. The calculation puts the relative energy (zero: lowest compared OMol25 entry of this formula, charge and spin) at 122.3 kcal per mole.

---

> The lowest total energy belongs to which entry?

C5H9N2O3S3

---

Repeat the eighth record exactly.
Entry from the Open Molecules 2025 dataset: a gas-phase ion, C5H9N2OS (charge +1) at a distorted geometry (wB97M-V/def2-TZVPD).

XYZ file:
```
18
C5H9N2OS wB97M-V/def2-TZVPD
C 3.083 0.238 -0.552
S 1.812 0.924 0.527
C 0.468 -0.140 0.255
N 0.562 -1.410 -0.219
C -0.591 -1.813 -0.614
N -1.532 -0.938 -0.307
C -0.885 0.158 0.194
C -1.598 1.372 0.773
O -3.018 1.207 0.662
H 2.563 0.192 -1.550
H 3.293 -0.631 0.012
H 3.814 0.908 -0.693
H 1.346 -1.918 -0.215
H -0.844 -2.740 -1.147
H -2.509 -0.960 -0.436
H -1.318 1.231 1.841
H -1.170 2.366 0.420
H -3.475 1.955 1.050
```

As for the total charge: +1. The HOMO energy is -12.40 eV. As for the total energy: -21186.467 eV. For the HOMO-LUMO gap, the calculation gives 9.42 eV. The calculation puts the relative energy (zero: lowest compared OMol25 entry of this formula, charge and spin) at 25.4 kcal per mole. The SMILES is CSc1[nH+]c[nH]c1CO.